(1)
A structure of composition C25H34Br60ClN2O4PSi at a distorted geometry. Source: the Open Molecules 2025 dataset; level of theory: ωB97M-V/def2-TZVPD.

XYZ file:
```
128
Properties=species:S:1:pos:R:3:forces:R:3:mulliken_charge:R:1
Br -0.008607 9.794439 7.556410 0.0 -0.1 -0.1 -0.019
Br -3.194486 2.497965 1.592181 0.6 1.3 0.4 0.199
Br 1.742127 -8.248486 -2.396265 -0.1 0.0 -0.3 -0.019
Br 3.919787 5.267661 -11.160400 -0.1 -0.2 0.1 -0.025
Br -0.055126 6.677656 6.845944 0.0 0.2 -0.2 0.058
Br 4.734673 11.398799 4.475096 0.0 -0.2 -0.1 -0.020
Br -2.988597 -4.784298 -6.687186 0.1 -0.2 0.2 -0.059
Br 9.040956 0.840104 2.752525 -0.2 0.1 0.1 -0.035
Br -5.919961 -8.180895 -2.198019 0.0 0.0 -0.2 -0.049
Br 6.721409 1.517057 4.845509 0.0 0.0 -0.1 -0.007
Br -6.334234 -7.445432 -5.290423 0.1 -0.2 0.2 0.007
Br 1.935386 3.177057 -5.570834 -0.2 0.0 0.7 0.110
Br 1.822854 4.363285 3.473919 0.1 0.0 -0.3 0.111
Br 1.520175 2.895536 0.621620 0.3 0.3 0.8 -0.020
Br 6.429828 2.422279 1.790306 0.2 0.0 0.3 0.107
Br 1.462378 -10.113684 -4.986118 0.0 0.3 0.1 -0.014
Br -4.590185 5.008533 3.005033 0.2 -0.1 -0.1 -0.027
Br 0.924608 -0.233646 -4.447236 0.6 0.4 -1.3 0.205
Br 6.057561 7.012183 -0.321854 0.4 0.1 -0.2 -0.054
Br -0.805938 0.279235 8.793445 -0.1 0.2 -0.1 0.021
Br 6.359995 0.865241 -5.713264 0.0 0.2 -0.1 -0.022
Br -1.282530 3.412174 8.389307 -0.2 -0.1 0.0 0.060
Br -2.420351 -3.618648 9.507308 0.1 0.1 0.3 0.102
Br -2.287717 -6.191414 -3.896910 0.0 -0.1 -0.5 0.208
Br -4.372528 -2.532010 6.477440 -0.1 -0.2 0.0 0.030
Br -8.156482 -13.939511 -4.294435 0.2 0.0 -0.2 -0.001
Br -3.608600 1.587104 9.635081 0.3 0.0 -0.2 -0.007
Br 3.397991 5.589894 0.941695 -0.5 -0.7 0.2 0.146
Br 4.664907 9.486669 1.913161 0.0 0.0 0.3 -0.027
Br -4.610673 2.548570 -5.051491 0.2 -0.1 -0.2 -0.036
Br -5.034994 -14.305440 -4.899918 -0.2 0.0 -0.1 -0.022
Br 5.964926 4.042174 -5.810979 0.1 -0.2 -0.1 0.039
Br 3.741662 10.601859 9.910500 -0.2 -0.1 0.1 0.003
Br 4.856960 5.143306 7.021534 0.0 0.0 0.1 0.002
Br 2.030827 -6.980553 -5.322186 -0.1 -0.1 0.1 -0.010
Br 5.919214 2.342062 -8.520869 0.1 0.0 0.2 -0.005
Br 4.823867 8.248180 4.887539 0.2 0.0 -0.2 0.042
Br 2.141106 3.851266 -2.394846 -0.4 -0.2 -0.9 0.114
Br -6.698393 -4.373759 7.686905 0.3 0.0 -0.1 -0.002
Br 6.320601 4.042230 -1.431588 -0.1 0.0 -0.3 -0.031
Br 2.094350 7.874120 10.196006 0.1 0.1 0.1 0.056
Br -0.753752 3.798749 -3.912063 0.4 -0.1 0.1 -0.035
Br -7.039655 -13.507917 -7.264495 0.0 -0.1 0.3 0.000
Br 2.490676 4.142418 -8.527019 -0.1 0.1 -0.5 0.014
Br 1.312044 8.769329 4.821319 -0.4 -0.1 0.3 -0.017
Br 0.929304 -3.227725 -5.578106 0.1 0.1 -0.2 0.025
Br -3.882037 -5.672450 6.887133 -0.2 0.2 0.0 -0.035
Br -1.582862 5.251696 1.923515 -0.4 0.0 0.1 0.038
Br -0.386904 -4.085999 11.938048 -0.2 0.1 -0.1 -0.029
Br 2.278000 9.895325 12.671733 0.0 0.0 -0.3 -0.037
Br -5.694999 -10.464247 -4.433805 0.0 0.2 0.1 0.025
Br 0.169411 -0.797864 -7.524275 0.4 -0.2 0.2 -0.028
Br 2.504356 2.395002 -11.207632 0.0 0.2 0.1 -0.024
Br -2.195054 -7.889466 -6.611274 0.0 0.2 0.2 -0.039
Br -2.819139 -2.025125 12.255428 0.2 -0.1 -0.2 -0.010
Br 7.499980 6.492911 -3.134394 -0.1 -0.1 0.2 -0.050
Br 5.150320 3.954804 9.993954 -0.2 0.1 -0.3 -0.015
Br -2.920718 0.225476 -6.469649 -0.3 0.4 0.0 0.043
Br 2.259538 4.209549 8.606763 0.3 0.0 0.1 0.064
Br -4.157316 2.602779 -8.223276 0.1 -0.1 0.2 -0.032
Cl -3.793383 -0.784116 -3.171921 0.1 -0.8 0.6 -0.226
P -4.593100 -4.096102 -1.947126 -2.0 -0.7 0.8 -0.124
Si -3.114967 -2.386176 -1.982899 1.2 -0.5 -0.5 0.430
O -3.679790 -5.485209 -1.504714 0.1 1.5 -0.9 -0.294
O -0.407481 -3.339438 -0.156626 0.6 0.2 -0.1 -0.386
O -4.313624 -1.054284 0.071457 0.2 -0.9 -0.1 -0.202
O -4.776088 0.279433 1.630586 -0.2 -0.4 -1.1 -0.301
N -4.080483 0.148146 0.684467 -0.4 -0.4 1.3 0.076
N -5.251988 -4.350007 -3.575974 1.8 0.2 1.2 -0.384
C -3.422130 2.092326 -6.508325 0.0 -0.1 0.0 -0.171
C -5.428600 -8.593192 -4.026679 0.0 0.0 -0.2 0.183
C -1.942501 -6.149654 -5.801890 0.1 -0.1 0.0 -0.103
C 7.647149 2.085175 3.253792 0.0 0.0 -0.1 -0.409
C -2.106281 1.662949 8.421261 -0.1 0.0 0.0 -0.436
C 0.322325 -4.503912 -0.540566 0.1 -0.9 -0.4 -0.630
C 6.643176 2.485109 -6.734702 -0.1 0.0 0.0 -0.367
C 2.482879 4.178823 -10.459688 0.1 0.0 0.0 -0.394
C -0.210591 -2.200020 -2.334610 0.2 -0.6 -0.2 0.516
C 0.907365 8.345484 6.665553 0.2 0.0 0.0 -0.210
C -2.928027 4.075984 2.674454 0.0 -0.1 -0.2 -0.351
C 0.118431 -2.187236 -0.817756 0.4 0.5 -0.4 -1.205
C -6.830965 -14.468701 -5.599140 0.0 0.0 0.0 -0.350
C -1.546285 -2.824571 11.038512 -0.1 0.0 0.0 -0.104
C 1.153559 4.104993 -4.053400 0.4 0.4 -0.1 -0.535
C 7.119404 5.786248 -1.377488 0.0 0.0 0.1 -0.290
C 1.843700 4.581239 1.553241 -0.2 0.2 -0.1 -0.146
C -5.178418 -4.289909 6.493841 0.0 0.0 0.0 -0.375
C 1.186246 -8.349726 -4.245643 0.0 -0.1 0.0 0.217
C -3.038153 -1.745515 -0.192482 -0.4 0.6 0.2 -0.453
C 4.151401 3.919850 8.338874 -0.1 0.0 0.0 -0.376
C 5.309382 9.710253 3.729105 0.0 0.1 0.0 -0.394
C 1.215991 -1.360632 -5.997630 0.0 0.2 -0.1 -0.537
C -1.477109 -3.065778 -2.648502 0.1 1.3 -0.6 0.854
C 2.235791 9.722034 10.746292 0.0 0.0 0.0 -0.303
H 7.713303 2.614958 -6.833142 -0.1 0.0 0.0 0.348
H -6.995193 -15.516977 -5.813260 0.0 0.1 0.0 0.352
H -4.187354 -6.272594 -1.730063 -0.4 -0.2 0.1 0.115
H 1.553787 4.641772 -10.766460 0.1 0.0 0.0 0.375
H -4.367272 -8.394700 -4.122351 -0.1 0.0 0.0 -0.164
H 1.856425 8.214021 7.173534 -0.1 0.0 0.0 0.177
H 2.255848 -1.251662 -6.279231 -0.1 0.0 0.1 0.418
H 1.219285 -2.194751 -0.706489 -0.3 0.1 0.0 0.530
H 1.291663 5.160238 -4.252549 -0.2 -0.1 -0.2 0.417
H 0.119623 -8.158415 -4.268055 0.1 0.0 0.0 -0.206
H -0.300127 -5.180031 -1.176585 0.3 0.5 0.5 0.135
H -5.937231 -3.602953 -3.670284 -0.1 -0.2 -0.2 0.292
H -0.242185 -1.173008 -2.825194 -0.5 -1.7 1.4 -0.382
H 1.226835 -4.269237 -1.144966 -0.5 0.0 0.5 0.304
H 1.341358 10.225208 10.400117 0.1 -0.1 0.0 0.279
H -0.918251 -2.024862 10.667106 -0.1 0.0 0.1 0.030
H 0.641473 -5.097353 0.336763 -0.2 0.5 -0.2 0.299
H 0.992777 5.201477 1.295196 0.1 -0.1 0.1 0.030
H -2.514238 2.666546 -6.367984 -0.1 -0.1 0.0 0.159
H -1.579627 -3.100380 -3.763222 -0.1 0.0 0.7 0.184
H -1.393165 -4.113156 -2.318910 0.0 0.6 0.0 -0.758
H -2.555790 3.745983 3.631959 0.0 0.0 0.1 0.312
H 6.390239 9.736915 3.676512 -0.1 0.0 0.0 0.356
H 8.066597 5.658655 -0.868866 -0.1 0.2 0.0 0.346
H 4.255558 2.925317 7.925868 0.0 0.0 0.0 0.321
H -2.243670 -0.989570 -0.021617 -0.3 -0.6 -0.2 0.341
H -5.548017 -4.477678 5.493930 0.0 0.0 0.1 0.354
H 0.656013 -2.704770 -2.826280 -0.6 0.4 0.2 0.270
H -2.963873 -2.554128 0.571205 0.1 0.5 -0.6 0.327
H -2.491344 1.477631 7.425398 0.1 0.0 0.1 0.379
H 8.129926 3.025898 3.487093 0.0 -0.1 0.0 0.350
H -0.899495 -5.886441 -5.933888 -0.1 0.0 0.0 0.108
H -0.212300 -1.242928 -0.339335 -0.2 -0.8 0.0 0.340
H -4.476865 -4.196844 -4.219728 -0.5 0.0 -0.5 0.077
```
Forces are in eV/Å.

Properties
Largest force on an atom, eV Å⁻¹: 2.3
Relative energy (zero: lowest compared OMol25 entry of this formula, charge and spin), kcal/mol: 0.0
Charge: 0



(2)
A structure of composition C25H34Cl2MnN3OSSe. Source: the Open Molecules 2025 dataset; level of theory: ωB97M-V/def2-TZVPD.

XYZ file:
```
68
Properties=species:S:1:pos:R:3:forces:R:3:mulliken_charge:R:1
Se -0.111523 0.765996 1.802950 0.2 -0.2 0.4 -0.417
Mn -0.510225 1.905103 -0.375788 -0.7 -0.1 0.0 0.850
Cl 1.267371 2.637235 -1.840525 0.4 0.1 -0.4 -0.179
Cl -0.825609 -1.697441 -4.478093 0.0 0.0 0.1 -0.183
S -1.071196 0.275277 -1.993117 0.1 0.0 -0.3 -0.338
O -1.832662 3.420498 -0.224672 0.1 0.2 0.3 -0.842
N -0.750135 -1.899329 0.953271 -0.3 -0.2 0.0 1.049
N 1.166638 -1.245074 0.159829 0.4 0.0 -0.3 1.764
N -3.169772 5.113222 0.331939 -0.1 0.2 0.1 0.091
C -1.215279 -2.612835 4.013896 0.1 0.1 0.0 -0.604
C 2.363140 -0.456442 -0.161038 -0.1 -0.2 0.1 -1.388
C 0.298942 -2.762259 3.832739 0.0 0.0 0.0 -0.677
C 1.059201 -4.462549 -1.695336 -0.1 0.0 0.0 -1.013
C 3.664114 -1.204674 1.916127 0.0 0.1 0.0 -0.068
C 1.621637 -3.257909 -1.320909 0.0 0.0 -0.1 -0.791
C -4.075701 6.221165 -0.019802 0.1 -0.2 0.1 -0.948
C -2.039133 -1.952074 1.663870 0.3 0.0 -0.1 -1.118
C -2.056976 -2.978898 2.788322 0.0 0.0 0.0 -0.600
C -0.870103 -4.129857 -0.255584 -0.1 -0.1 0.0 -1.139
C -2.844926 4.856903 1.741844 -0.1 0.1 -0.1 -0.794
C 1.220382 1.427041 -3.151635 0.0 0.2 0.2 0.837
C 0.913993 -2.501800 -0.394060 0.4 0.3 0.0 0.592
C 1.336291 -0.327863 -5.216407 0.0 0.0 0.0 -0.740
C 3.732347 0.148451 2.622513 0.0 0.0 0.0 -1.157
C -0.294559 -2.921795 0.116869 -0.4 0.2 0.3 0.602
C 2.301075 0.660928 -5.119682 0.0 0.0 -0.1 -0.444
C -2.608695 4.342285 -0.581866 0.1 -0.2 -0.1 0.308
C -0.168300 -4.893838 -1.167868 0.1 0.0 0.0 -0.819
C 0.325529 -0.421647 -4.274103 0.0 -0.1 0.0 0.354
C 0.215804 0.457398 -3.179421 0.0 0.0 0.1 0.021
C 3.633429 -1.091612 0.395328 0.0 0.0 0.0 -0.873
C -2.881753 4.522358 -2.040807 0.0 0.0 -0.1 -1.013
C 0.132056 -0.888428 0.932278 -0.2 -0.1 0.0 -0.569
C 2.243514 1.556752 -4.069838 0.1 0.0 0.0 -0.822
H -3.103203 -3.085026 3.085317 0.0 0.0 0.0 0.424
H 3.889186 0.023974 3.695678 0.0 0.0 -0.1 0.388
H -4.382780 6.706544 0.899251 0.0 0.0 0.0 0.254
H 1.571649 -5.083488 -2.418182 0.0 0.0 0.0 0.444
H 2.812538 0.724100 2.496425 0.0 0.0 0.0 0.155
H -1.828106 -4.453297 0.130242 0.1 0.0 0.0 0.483
H -1.779518 4.983514 1.918030 0.1 0.0 0.0 0.292
H -1.932767 4.718020 -2.540466 0.0 0.0 0.0 0.256
H 2.788491 -1.766537 2.258846 0.0 0.0 0.0 -0.025
H 3.092347 0.731963 -5.854886 -0.1 0.0 0.0 0.402
H 2.977647 2.344356 -3.963732 0.0 0.0 0.0 0.464
H -3.397530 5.561346 2.354575 0.0 0.0 0.0 0.285
H -3.577958 6.959114 -0.644322 0.1 0.0 0.0 0.373
H -1.448906 -1.585065 4.311418 0.0 0.0 0.0 0.284
H 0.733216 -1.932896 3.270391 0.0 0.0 0.0 -0.083
H -1.536067 -3.251244 4.838458 0.0 0.0 0.0 0.341
H -2.804568 -2.161390 0.916116 0.0 -0.1 0.0 0.440
H 2.557592 -2.918801 -1.744996 0.0 0.0 0.0 0.482
H 0.545883 -3.690599 3.308274 0.0 0.0 0.0 0.262
H 4.531994 -1.805558 2.194946 0.0 0.0 0.0 0.424
H 2.411229 -0.367793 -1.246410 0.0 0.0 -0.1 0.277
H 4.563117 0.747301 2.236033 0.0 -0.1 0.0 0.348
H -4.966725 5.859074 -0.527019 0.0 0.0 0.0 0.368
H -3.258373 3.574478 -2.425872 0.0 0.0 0.0 0.284
H -3.581784 5.316257 -2.276148 0.0 0.0 0.0 0.434
H 0.805941 -2.785459 4.798638 0.0 0.0 0.0 0.501
H 2.212703 0.535080 0.251351 0.0 0.1 0.1 0.653
H 1.358211 -1.039759 -6.031310 0.0 0.0 0.0 0.447
H 4.469330 -0.473194 0.054749 0.0 0.0 0.0 0.504
H -1.741120 -3.954900 2.409301 0.0 0.0 0.0 0.321
H -0.579687 -5.840572 -1.491642 0.0 0.0 0.0 0.443
H -2.223735 -0.958308 2.060300 0.0 0.1 0.0 0.479
H 3.773732 -2.077637 -0.051046 0.0 0.0 0.0 0.365
H -3.120897 3.842115 2.016468 0.0 -0.1 0.0 0.297
```
Forces are in eV/Å.

Properties
Largest force on an atom, eV Å⁻¹: 0.7
Multiplicity: 6
Electronic energy, Eh: -6083.48278
Charge: +1



(3)
The molecule C25H34N2O3. Source: the Open Molecules 2025 dataset; level of theory: ωB97M-V/def2-TZVPD.

XYZ file:
```
64
Properties=species:S:1:pos:R:3:forces:R:3:mulliken_charge:R:1
O -4.911825 1.572196 3.667243 0.1 0.0 -0.4 -0.467
O -0.843491 -2.598436 -1.518703 0.3 0.1 0.2 -0.431
O 6.487314 -0.857427 -2.371689 0.4 0.1 -0.2 -0.511
N 2.475716 -1.541086 -1.352633 -0.1 -0.1 0.0 0.355
N 1.766764 1.234963 -1.673525 0.1 0.0 -0.2 0.138
C -0.243068 2.397976 -0.811101 0.1 0.1 0.2 -0.186
C 1.059473 2.508385 -1.550411 0.1 -0.1 0.0 -1.570
C -0.348996 2.504241 0.512835 0.2 0.1 -0.5 -0.120
C 0.758789 -1.542020 1.548605 -0.1 -0.1 -0.1 -0.322
C 2.300389 0.761399 -0.410700 0.0 -0.2 0.2 -0.252
C -0.723378 -2.061131 -0.267611 0.2 0.0 0.3 0.508
C -3.770372 1.820182 2.964415 0.1 0.0 -0.1 0.906
C -1.442989 2.338955 2.703356 0.0 0.0 -0.4 -1.003
C 1.760292 -2.514681 -0.547660 0.0 -0.1 -0.1 -1.936
C -2.795073 1.992768 0.767956 0.1 0.1 0.1 -0.343
C 4.455793 -0.093171 -1.382473 0.1 -0.5 0.0 -1.269
C -4.859438 1.622268 5.071470 0.0 0.0 0.2 -0.874
C -2.528363 -1.296922 -2.732412 0.2 -0.3 0.2 -0.611
C 0.946117 0.198897 -2.277301 0.1 -0.2 -0.1 -0.039
C -1.541380 2.281556 1.314576 -0.3 0.0 0.5 0.684
C 0.577081 -2.027227 0.263548 -0.1 -0.1 -0.1 1.223
C -3.886779 1.767543 1.573393 -0.1 0.0 0.1 -0.738
C -2.103570 -2.643958 -2.153186 -0.4 0.1 -0.3 -0.601
C 3.172046 -0.486634 -0.637405 0.3 0.4 0.0 -0.348
C -1.573029 -1.088091 1.766419 0.1 0.0 0.1 -0.779
C -0.300982 -1.065147 2.301588 0.0 0.0 0.1 -0.691
C 5.337330 -1.300300 -1.678166 -0.4 0.0 0.2 -0.488
C -1.786186 -1.586163 0.492603 -0.2 -0.1 -0.3 -0.774
C -2.531844 2.112137 3.524132 -0.4 -0.1 0.3 -0.323
C 1.799712 -1.046013 -2.532423 -0.1 0.1 -0.2 -1.476
H 0.558721 0.575801 -3.228119 -0.1 0.0 0.0 0.594
H -1.969689 -3.366311 -2.964247 -0.1 0.1 0.1 0.407
H -5.869381 1.400206 5.412779 0.1 0.0 0.0 0.239
H 0.097837 -0.066857 -1.628587 0.0 0.0 -0.1 -0.074
H 1.755106 -1.539400 1.968247 0.1 0.0 0.0 0.335
H -0.486862 2.562688 3.155314 0.1 0.0 0.0 0.353
H -2.633748 -0.552381 -1.946974 0.0 0.1 0.0 0.002
H -2.412887 -0.719875 2.335466 -0.1 0.1 0.1 0.575
H 2.565063 -0.796431 -3.274100 -0.1 0.0 -0.1 0.395
H 5.022141 0.611963 -0.773286 0.0 0.1 0.0 0.506
H -2.868544 -3.034574 -1.470648 0.1 0.0 -0.1 0.370
H 1.172328 -1.842352 -2.934570 0.1 0.0 0.0 0.636
H -4.568012 2.615604 5.428240 0.0 0.0 0.0 0.346
H -0.133753 -0.682348 3.296716 0.0 0.0 0.1 0.420
H 7.028237 -1.620315 -2.598404 -0.1 0.1 0.0 0.321
H 3.459143 -0.888002 0.340980 0.0 0.0 0.0 0.568
H -2.794271 -1.600529 0.109832 -0.1 0.0 -0.1 0.385
H -1.780362 -0.947830 -3.439967 0.0 0.1 -0.1 0.209
H 0.884699 2.875797 -2.566423 0.0 0.1 0.1 0.376
H 2.493565 -2.953379 0.137854 -0.1 0.0 0.0 0.498
H -4.854893 1.545290 1.151851 -0.1 0.0 -0.1 0.432
H -2.919221 1.950184 -0.302995 0.0 0.0 -0.1 0.344
H 1.732988 3.202177 -1.040535 0.0 0.0 0.0 0.510
H 5.625993 -1.788163 -0.734783 -0.1 0.0 0.0 0.264
H 2.917960 1.553413 0.020763 0.0 0.0 0.1 0.761
H 1.494330 0.519934 0.302494 0.1 0.1 -0.1 -0.329
H 0.533097 2.774860 1.081795 0.2 0.0 0.0 0.255
H -2.402863 2.165134 4.594111 0.0 0.0 0.1 0.401
H -1.100017 2.127413 -1.411862 -0.2 -0.1 0.0 0.268
H 4.773225 -2.024727 -2.278916 0.1 0.1 0.1 0.307
H 4.205173 0.405411 -2.316872 0.0 0.1 0.0 0.310
H -3.479815 -1.404506 -3.246438 -0.1 0.0 -0.1 0.432
H -4.169434 0.874197 5.475981 0.0 0.0 0.0 0.330
H 1.418094 -3.297148 -1.229435 0.1 0.0 0.1 0.592
```
Forces are in eV/Å.

Properties
Largest force on an atom, eV Å⁻¹: 0.6
SMILES: CCOc1ccccc1CN1CCN(C/C=C/c2ccc(OC)cc2)C[C@@H]1CCO
Relative energy (zero: lowest compared OMol25 entry of this formula, charge and spin), kcal/mol: 67.3
Charge: 0



Q: Which formula does entry 3 have?
A: C25H34N2O3